# 1
C6H9N | the ωB97M-V functional and the def2-TZVPD basis

Output
Largest force on an atom, hartree/bohr: 0.0964
Total charge: 0
Gap between HOMO and LUMO (spin up / spin down), eV: 7.701 / 7.648
Energy relative to the best compared isomer or geometry (same formula, charge and spin), kcal per mole: 156.07
Electronic energy, Ha: -288.53332
LUMO (spin up / spin down), hartree: 0.017 / 0.016
Spin multiplicity: 1

```
16
Properties=species:S:1:pos:R:3:forces:R:3
C 0.5759 -1.6718 0.3020 -2.38 4.28 -0.79
C 0.1139 -0.4691 -0.3170 1.39 -3.32 0.05
C -1.1155 2.7747 1.3637 3.03 -1.40 -3.28
C -0.5616 1.1016 -0.1733 3.22 -3.21 0.27
C 0.9393 -2.8905 0.6574 -0.20 0.83 -0.06
C 0.4946 -0.7155 -1.8508 1.48 3.79 1.87
N -1.0944 1.5120 1.0115 0.33 0.89 -1.14
H -1.6146 3.1353 2.1280 -2.52 1.30 3.57
H -0.4277 3.4083 0.7886 -0.58 -0.16 0.34
H 0.2177 1.8689 -0.4489 -0.89 -1.05 -0.46
H -1.5997 0.8198 1.5092 -0.66 -0.55 0.74
H 1.9662 -3.1078 0.8854 0.44 0.10 0.14
H 0.2844 -3.7486 0.7587 -0.33 0.24 -0.18
H 1.0181 -1.5599 -2.2398 0.54 -0.90 0.86
H 1.1985 0.2148 -1.9847 -1.43 -1.56 -0.71
H -0.3952 -0.6721 -2.3900 -1.45 0.74 -1.24
```
Forces are in eV/Å.

=====

# 2
C26H80N10O14 | the ωB97M-V functional and the def2-TZVPD basis

Output
Largest force on an atom, hartree/bohr: 0.2665
Total charge: 0
Gap between HOMO and LUMO, eV: 8.448
Energy relative to the best compared isomer or geometry (same formula, charge and spin), kcal per mole: 130.78
Electronic energy, Ha: -2639.29377
LUMO, hartree: -0.014
Spin multiplicity: 1

```
130
Properties=species:S:1:pos:R:3:forces:R:3
C 3.0078 1.5517 -1.4376 -0.28 -0.18 -0.08
O 2.7162 0.6792 -0.2985 -0.75 2.22 -1.19
H 2.2846 2.3766 -1.5260 0.20 -0.32 0.69
H 2.9725 1.0510 -2.3951 -0.23 -0.69 -0.09
H 4.0153 1.9156 -1.3849 0.50 0.44 0.33
H 3.3818 0.0170 -0.2437 1.02 -1.03 0.11
C -5.1503 -1.2504 0.2088 1.75 -1.99 -1.23
O -4.1823 -0.2501 0.0280 -1.19 0.72 0.14
H -4.8619 -1.8747 1.0534 0.13 -0.53 -0.14
H -5.1601 -1.8240 -0.7534 -0.37 -0.04 0.96
H -6.1249 -0.9577 0.4422 -1.45 1.40 0.04
H -3.3498 -0.6974 -0.1753 1.20 -0.08 0.05
C -1.1432 4.0416 -0.6544 -1.17 0.63 2.79
O 0.0673 3.5436 -1.1119 0.60 0.73 -1.22
H -1.0911 4.5516 0.3632 0.47 -0.27 -1.37
H -1.8216 3.2411 -0.4594 -0.63 -0.85 -0.09
H -1.6456 4.6864 -1.3376 0.13 0.64 -0.80
H 0.4605 3.0689 -0.3810 0.35 -0.44 0.49
C 5.4651 -0.8141 -1.5273 -3.10 4.83 -9.60
O 5.5958 -0.0511 -2.6568 -0.18 -3.24 5.46
N 6.3852 -1.0883 -0.7117 5.81 -1.31 3.85
N 4.3136 -1.3495 -1.2047 -2.09 -1.11 0.47
H 7.3493 -0.8274 -0.9435 -0.75 -0.28 0.14
H 6.2263 -1.9401 -0.1733 0.73 0.26 -0.32
H 3.4746 -1.2435 -1.7579 0.07 0.07 -0.48
H 4.1813 -1.8941 -0.3501 -0.11 0.29 -0.26
C 3.9664 -0.8900 2.3169 -4.47 -3.60 -4.09
O 3.1605 -1.4754 1.3283 3.75 2.68 4.81
N 5.1853 -0.5775 2.0264 4.45 1.02 -1.96
N 3.6101 -0.7308 3.5708 0.20 0.29 0.89
H 5.5317 -0.7496 1.0622 -0.53 0.55 1.18
H 5.9264 -0.2097 2.6566 -1.38 -0.43 -0.48
H 2.7375 -1.1229 3.8507 -0.47 0.06 0.45
H 4.3506 -0.4549 4.2221 -1.05 -0.26 -0.13
C 1.3287 3.2229 1.7707 -4.62 5.12 2.43
O 0.4822 4.1526 2.3210 3.16 -4.18 -2.13
N 1.0078 2.1720 1.0911 -2.12 -3.24 -1.15
N 2.6032 3.4476 1.7520 3.52 2.99 1.83
H 0.0368 1.7968 1.1598 0.08 0.55 0.28
H 1.7232 1.5027 0.7580 -0.38 0.74 0.57
H 2.9030 4.3292 2.2066 -0.16 -1.12 -0.70
H 3.2440 2.9097 1.2122 0.25 -0.22 -0.16
C -2.6586 2.2647 1.7905 6.20 -2.58 -1.47
O -1.5761 1.5547 1.3938 -3.97 2.41 1.40
N -3.8173 1.7245 1.6506 -4.80 -0.74 0.82
N -2.5193 3.4409 2.3630 -0.08 2.07 0.63
H -3.9623 0.8221 1.1364 0.37 0.53 -0.31
H -4.6597 2.0810 2.1727 1.49 -0.17 -1.02
H -1.5520 3.7854 2.4485 -0.28 0.01 -0.05
H -3.3175 4.0965 2.4324 1.05 -0.82 -0.01
C -0.4295 -0.7999 -0.1479 -6.18 -1.49 -1.42
O -1.7437 -1.3322 -0.1487 6.22 1.77 0.76
N 0.6768 -1.3380 0.2369 2.13 -1.85 2.08
N -0.1952 0.2663 -0.8799 -2.13 1.78 -1.18
H 0.6318 -2.2228 0.7127 0.50 0.20 0.21
H 1.6041 -0.8237 0.2285 -1.90 -1.03 0.14
H -1.0491 0.6258 -1.3193 0.71 0.65 -0.06
H 0.6883 0.7441 -0.9334 -0.19 -0.08 0.09
C 0.1267 4.7249 -5.3471 0.00 -0.99 -0.69
C -0.2761 3.4675 -4.5477 3.71 -1.97 -6.21
C 0.9253 2.5520 -4.1331 0.20 1.98 -2.07
O -1.0548 3.5747 -3.5485 -4.01 1.99 4.99
H 0.5402 4.3985 -6.2947 0.36 -0.53 -0.20
H 0.8849 5.3670 -4.9696 0.40 0.69 0.94
H -0.7285 5.2599 -5.7173 -0.64 0.56 0.52
H -0.9276 2.9504 -5.2689 0.65 -0.44 -0.57
H 1.4815 3.0226 -3.3512 0.39 0.54 0.48
H 1.5931 2.3740 -4.9676 0.24 0.09 -0.22
H 0.6424 1.6149 -3.7935 -0.98 -1.85 0.75
H -0.4896 3.7492 -2.8045 0.16 0.24 1.48
C -2.4979 -0.8493 -3.0397 0.53 -0.48 1.85
C -2.1859 0.4487 -3.6523 -2.99 -4.24 -6.47
C -3.3728 1.0507 -4.4565 1.87 -0.08 -1.92
O -1.9246 1.2711 -2.7656 2.77 6.00 7.44
H -3.1690 -0.7055 -2.1949 -0.06 0.02 -0.06
H -1.5881 -1.3128 -2.6481 -0.08 0.17 0.18
H -2.8994 -1.5661 -3.6610 -1.10 -1.41 -1.75
H -1.3060 0.2814 -4.2819 0.06 -0.09 -0.98
H -3.4843 0.3702 -5.2983 -0.73 0.20 -0.37
H -3.0995 2.0800 -4.8527 -0.20 -1.18 0.41
H -4.2550 1.1634 -3.8756 -0.73 -0.20 0.64
H -1.5037 2.0292 -3.1902 -0.16 0.94 0.68
C 0.2999 -0.4852 3.2795 1.65 2.76 -0.92
C 0.2095 0.2337 4.6174 7.36 3.09 -3.43
C 0.2456 1.7775 4.5294 0.29 0.47 -0.21
O -0.8350 -0.0335 5.2296 -8.38 -3.18 4.11
H 1.1641 -0.1438 2.6482 -0.59 -0.43 0.70
H -0.5429 -0.1882 2.7129 -1.07 0.50 -0.78
H 0.2498 -1.5192 3.2982 0.29 -2.24 0.51
H 1.0992 -0.0103 5.2170 0.07 -0.38 0.27
H -0.4716 2.1629 3.8049 0.32 -0.14 -0.50
H 1.2367 2.1990 4.4000 0.18 0.17 -0.53
H -0.1336 2.2226 5.4552 0.22 -0.51 0.28
H -1.5858 0.1711 4.6243 0.05 0.05 0.81
C -5.1367 -0.7899 4.0627 -2.21 -2.32 -1.51
C -3.6833 -0.7218 4.2155 -1.87 -9.23 1.23
C -2.9512 -1.6237 3.2600 -1.16 -2.10 -0.62
O -3.3209 0.4383 4.0694 3.96 10.70 -0.49
H -5.5924 0.0506 4.4886 -0.75 1.08 1.24
H -5.5441 -1.7382 4.4477 -0.15 0.42 -0.03
H -5.4708 -0.7302 2.9944 0.54 -0.19 0.48
H -3.3957 -1.0255 5.2036 -0.06 -0.60 0.98
H -3.3522 -2.6719 3.4172 0.38 0.94 -0.80
H -1.9369 -1.6741 3.5349 1.27 -0.06 0.39
H -2.9552 -1.2642 2.1997 -0.35 -0.45 0.70
H -3.5514 0.6520 3.1765 0.25 1.22 -1.12
C -0.6416 -4.0878 1.3961 -0.50 0.52 -1.13
C 0.7607 -4.5831 1.5959 -6.74 -9.14 1.67
C 1.0798 -5.7311 0.6052 -2.87 -0.44 0.56
O 1.5754 -3.7371 1.3191 9.23 9.88 -2.21
H -0.8348 -3.1999 2.0411 -0.17 -0.65 -0.54
H -1.3214 -4.9116 1.6036 -0.29 0.23 0.15
H -0.7782 -3.8067 0.2820 0.09 -0.22 1.79
H 0.9715 -4.8684 2.6485 -1.06 -0.92 0.11
H 2.0488 -6.0478 0.6968 2.83 -0.53 0.35
H 0.9151 -5.4512 -0.4237 -0.14 0.52 -0.26
H 0.5099 -6.6132 0.7786 -0.79 -0.88 0.14
H 2.4428 -4.0749 1.5806 0.16 0.93 -0.43
C 0.7719 -2.5716 -4.3391 0.21 -1.99 0.50
C 1.1720 -2.4488 -2.8484 -1.60 -8.25 -2.08
C 2.2844 -3.4245 -2.4055 0.43 0.48 -1.89
O 1.4794 -1.2979 -2.5107 2.22 10.08 3.07
H 0.2140 -3.5292 -4.3946 0.44 0.22 -0.33
H 1.6162 -2.6133 -5.0566 -0.44 0.30 0.43
H 0.0238 -1.8424 -4.5834 -0.03 0.77 -0.20
H 0.2974 -2.6663 -2.2838 -1.36 -1.36 0.28
H 2.5153 -3.5862 -1.3680 -0.58 0.24 0.65
H 3.1933 -3.0236 -2.8671 0.11 -0.08 0.00
H 2.1338 -4.3466 -2.9015 -0.16 -1.36 -0.24
H 0.8085 -1.0156 -1.8450 1.07 0.65 -0.93
```
Forces are in eV/Å.

=====

# 3
C12H42N12O12 | the ωB97M-V functional and the def2-TZVPD basis

Output
Largest force on an atom, hartree/bohr: 0.1436
Total charge: +1
Gap between HOMO and LUMO (spin up / spin down), eV: 8.739 / 2.670
⟨S²⟩: 0.7542
Electronic energy, Ha: -2042.13437
LUMO (spin up / spin down), hartree: -0.093 / -0.316
Spin multiplicity: 2

```
78
Properties=species:S:1:pos:R:3:forces:R:3
C -0.1924 -0.1750 0.2008 -0.24 0.55 -1.48
C 0.2653 0.5313 -1.1190 -0.66 -0.71 0.70
O -0.6332 0.3950 -2.2103 -0.44 -0.42 -0.05
O -0.0456 -1.5893 0.2757 0.85 0.71 -0.04
H -1.2445 0.0469 0.3796 0.11 0.31 0.10
H 0.4371 0.3623 0.9101 -0.09 -0.61 0.66
H 1.2135 0.0957 -1.4341 0.41 0.17 0.22
H 0.2995 1.6083 -0.9544 0.64 -0.02 0.58
H -0.1901 0.8938 -2.9006 -0.29 -0.08 -0.50
H -0.4536 -1.9715 -0.5047 -0.28 -0.18 -0.43
C 1.1762 0.7182 4.2137 -0.82 -0.87 0.41
C -0.0620 -0.2225 4.1715 0.56 1.13 -0.51
O -1.1059 0.4977 4.8077 -0.08 -0.13 0.23
O 2.2978 0.1021 3.5999 0.71 -0.53 -1.12
H 1.4767 0.8721 5.2501 -0.49 0.45 0.13
H 0.9667 1.6413 3.6732 -0.38 0.07 0.38
H 0.0968 -1.1906 4.6467 0.30 0.05 0.02
H -0.3934 -0.3742 3.1443 0.47 -0.35 -0.28
H -1.8353 -0.1263 4.7928 -0.38 0.09 0.27
H 2.9639 0.7909 3.5399 0.21 0.01 0.44
C -1.7242 4.2248 -3.0824 -1.40 -0.86 1.05
C -2.4650 3.1487 -3.8364 -1.81 0.09 -1.35
O -2.9211 1.9907 -3.1550 0.50 0.49 0.65
O -0.5835 3.5909 -2.5428 1.37 0.10 -0.37
H -2.2502 4.5494 -2.1846 -0.48 0.46 -0.39
H -1.4464 5.0435 -3.7462 -0.23 0.15 0.13
H -1.8825 2.8821 -4.7183 0.49 -0.29 -0.05
H -3.4066 3.4835 -4.2716 0.10 0.75 -0.04
H -2.2048 1.6718 -2.6010 0.42 -0.43 0.12
H -0.0230 3.6754 -3.3177 1.07 -0.55 0.31
C -2.4345 -2.7058 -3.1543 1.51 -0.04 1.78
O -1.3701 -2.9538 -2.5732 0.09 0.69 0.31
N -2.9039 -3.4636 -4.0765 -1.29 -3.20 -3.43
N -3.2604 -1.7095 -2.8915 -0.07 2.07 1.32
H -3.7880 -3.2214 -4.5006 0.31 -0.55 -0.11
H -2.5129 -4.3839 -4.2190 -0.15 0.22 -0.09
H -4.0727 -1.5924 -3.4801 0.30 0.60 0.43
H -2.7908 -0.9578 -2.4072 -0.66 0.42 -0.17
C -2.0804 2.4179 1.4732 0.28 2.15 0.88
O -1.1182 2.9642 1.9684 2.82 0.25 0.63
N -2.2939 2.2676 0.2239 0.42 -0.27 -5.79
N -3.1176 2.1707 2.1711 -3.51 -1.78 4.05
H -1.7033 2.7927 -0.4050 -0.17 -0.33 -0.26
H -3.1353 1.8423 -0.1383 0.29 0.19 -0.02
H -2.9088 2.1099 3.1575 -0.75 0.13 0.13
H -4.0556 2.1688 1.7966 0.30 -0.26 0.39
C 1.8944 -4.4203 -2.8080 2.64 -0.75 1.90
O 3.0283 -4.8286 -2.6488 1.43 -0.49 0.18
N 1.1042 -4.0992 -1.8132 -1.85 0.82 2.70
N 1.3610 -4.2412 -3.9654 -2.09 0.95 -4.96
H 0.2026 -3.6984 -2.0292 -0.10 -0.20 0.42
H 1.3677 -4.3009 -0.8593 -0.03 -0.03 -0.45
H 0.4624 -3.7856 -4.0370 0.09 -0.09 0.01
H 1.9352 -4.1985 -4.7952 0.03 -0.25 0.38
C 1.9506 3.9589 0.9443 1.06 1.13 -1.58
O 3.0788 4.2329 0.5700 1.59 -0.73 -0.42
N 1.6040 3.6482 2.1525 0.61 -1.38 4.18
N 0.8719 4.0223 0.2067 -2.74 0.12 -2.89
H 0.6536 3.3388 2.2981 0.07 -0.14 0.62
H 2.3526 3.4637 2.8049 -0.43 0.38 0.20
H 0.8414 3.9002 -0.7954 0.36 0.50 0.18
H 0.0169 3.8146 0.7027 -0.25 -0.05 -0.33
C 4.0678 0.3096 -0.0504 -0.86 -2.93 3.39
O 4.3877 0.9380 -1.0422 1.57 1.96 -3.91
N 4.2748 -0.9474 0.2210 2.33 -3.15 -2.35
N 3.4245 0.8024 0.9179 -2.46 4.16 2.90
H 4.9044 -1.4713 -0.3700 -0.31 -0.46 0.06
H 3.7694 -1.4056 0.9659 0.12 -0.05 -0.30
H 3.2000 0.1990 1.6961 -0.37 0.29 0.26
H 3.3143 1.7990 1.0388 -0.33 0.40 -0.20
C -0.0910 -3.7854 3.4379 -2.68 2.04 -2.48
O -1.2185 -3.3499 3.4786 -1.65 0.49 0.49
N 0.4873 -4.5387 4.2655 2.98 -4.21 5.28
N 0.7040 -3.5537 2.4143 1.87 1.30 -3.22
H 0.0339 -5.0467 5.0115 -0.07 0.45 -0.17
H 1.4319 -4.8107 4.0333 -0.39 -0.37 0.51
H 0.3149 -3.0698 1.6178 0.34 0.29 0.16
H 1.6850 -3.7889 2.4641 -0.38 0.13 -0.44
```
Forces are in eV/Å.